Entry 1:
Computed, not measured: a gas-phase ion, C6H10IN5 (charge +2) at a distorted geometry, with the ωB97M-V functional and the def2-TZVPD basis.

The geometry in XYZ format:
```
22
Properties=species:S:1:pos:R:3:mulliken_charge:R:1
C -0.4794 0.8353 0.4536 0.061
H 3.0657 -0.3078 -1.9416 0.354
H 1.0444 -2.0248 2.6865 0.377
C 1.3442 0.0668 -0.8266 0.445
N 0.1445 0.6348 -0.7857 0.813
H -0.0086 1.5348 1.2116 0.355
H 2.0399 -1.8263 0.0311 0.513
I -2.8966 0.4221 2.2550 0.229
C -1.9039 0.7396 0.3939 -0.246
C 1.6408 -0.8732 0.3307 -0.753
C -1.7034 1.3466 -1.9357 -0.281
C -2.5793 1.0302 -0.7888 -0.233
N 0.2077 -1.6322 2.2074 -0.315
N -0.4213 1.1012 -1.9098 -1.054
N 2.1145 0.2770 -1.8470 -0.306
H -0.4476 -2.4390 2.1378 0.369
H -2.1204 1.7931 -2.7662 0.537
N 0.4182 -1.0095 0.9748 -0.274
H -0.1474 -0.9447 2.8463 0.268
H 1.7541 0.8285 -2.5963 0.266
H 2.5666 -0.5990 0.8976 0.423
H -3.6327 1.0464 -1.0284 0.453
```

Computed properties:
E_HOMO: -16.280 eV
LUMO level: -9.14 eV
Total charge: +2
Energy relative to the best compared isomer or geometry (same formula, charge and spin): 85.0 kcal per mole
HOMO-LUMO gap: 7.145 eV

Entry 2:
Computed, not measured: a molecular structure, C33H57MoN4OP2 at a distorted geometry, with the ωB97M-V functional and the def2-TZVPD basis.

The geometry in XYZ format:
```
98
Properties=species:S:1:pos:R:3:mulliken_charge:R:1
H -1.2144 0.1970 6.1094 0.327
H 3.0513 0.2936 3.5072 0.672
C -3.7454 1.2006 -1.4206 -1.933
H -3.1064 -4.0688 2.1841 0.609
H 5.0034 0.3170 -2.8246 0.388
H 5.6389 -0.1765 0.9186 0.383
C 4.3988 1.8506 -1.3750 2.095
P -2.8553 -0.8676 0.2581 2.776
C 4.4667 1.2779 -2.7968 -1.454
C -5.4701 0.2660 0.0735 -1.975
H 2.1382 -0.4760 2.2106 0.230
C -3.9786 0.6154 -0.0173 1.769
H -4.6777 -0.7868 2.7412 0.296
H -5.1968 -3.6012 1.4020 0.519
C 3.8755 3.3068 -1.3749 -1.635
H 4.2269 -1.2258 1.1321 0.395
N 0.0210 1.1435 -0.9325 -0.509
H 5.0787 -0.5941 2.5459 0.466
H 0.6484 -2.6584 1.9982 0.620
H 6.0822 2.0515 0.0749 0.304
C -2.6243 -1.9052 -1.2710 -1.831
H 2.3710 -0.3493 -2.7592 0.221
C -1.2046 -2.3721 -1.5151 0.296
N -0.3228 -0.7945 2.4610 2.140
H -4.4367 2.4943 0.9311 0.565
C -0.6581 0.6764 -3.9228 -1.253
H -6.0261 1.1820 -0.1786 0.575
H -4.8621 -3.0384 -0.2464 0.275
H 4.9937 1.9983 -3.4505 0.539
C 5.8608 1.6971 -0.9317 -1.843
H -5.7724 -0.0281 1.0867 0.353
H -3.8389 1.2806 2.0773 0.324
H 4.4479 3.9089 -2.1022 0.472
H -0.7959 3.3289 -3.8772 0.429
H 1.8625 1.2288 2.5811 0.228
H 2.4061 -2.8051 -2.8009 0.588
C 0.7355 0.8599 -1.9957 0.312
H 6.4967 2.2531 -1.6373 0.480
H -0.8511 0.9604 -4.9559 0.587
H -1.5969 0.7062 -3.3698 0.075
Mo -0.6069 -0.0354 0.4314 -0.528
C 0.1664 -2.1941 4.1294 -1.197
H -1.3146 0.6769 3.7302 0.377
H -1.6766 -3.0798 1.8421 -0.011
H -3.0249 -1.1753 3.2484 -0.089
H -3.0044 -1.2780 -2.0904 0.834
H 1.9044 0.7639 -4.6019 0.345
N -0.4795 -1.0777 4.6334 0.236
H -4.3110 -2.3907 3.3852 0.565
C 1.4879 -0.3053 -2.0888 -0.396
H 2.8071 3.3403 -1.6567 0.323
C -0.1851 3.0115 -3.0306 -1.547
C 1.4944 1.7310 -4.3123 -2.052
H -5.7514 -0.5036 -0.6551 0.388
C 0.9714 -1.5827 -1.7721 -0.131
H 3.4931 1.0886 -3.2297 -0.253
C 4.7520 -0.3461 1.5308 -1.676
H -1.5870 -1.5186 6.3739 0.337
H -2.5508 -3.8672 0.5181 0.281
C 0.2463 -2.0312 2.7775 -0.945
H -1.7259 -4.1503 -2.6167 0.552
H -3.2773 -2.7785 -1.2277 0.532
C 4.2693 2.1976 2.0175 -1.743
C -0.9089 -3.4814 -2.3093 -0.852
H -2.6962 1.4688 -1.6182 0.232
H 6.1345 0.6369 -1.0244 0.499
H 0.0593 -0.9201 6.6522 0.370
C -3.7040 1.6817 1.0648 -1.625
O -0.2151 2.6553 2.0464 -0.321
H -5.7849 -2.0202 0.8798 0.412
C -0.8242 -0.8183 6.0197 -0.823
H 5.0374 2.6698 1.4047 0.327
C -0.4560 1.6285 1.5269 -0.066
H 0.5005 -3.0100 4.7437 0.568
C -2.6701 -3.3507 1.4765 -1.341
C 0.4073 -3.7027 -2.7399 -0.899
H 2.3095 2.3953 -4.0191 0.369
C 2.6308 0.4523 2.5044 -1.947
H 3.9902 3.7869 -0.3891 0.345
H 0.6582 -4.5719 -3.3631 0.470
N -0.2003 -1.6211 -1.0287 0.753
C -3.6295 -2.1533 1.3657 1.565
H 0.6440 3.7279 -2.9300 0.407
H -0.2503 -0.3425 -3.9247 0.276
H -0.7870 3.0473 -2.1187 0.186
C -4.9517 -2.7203 0.7957 -1.448
H 3.4283 2.8999 2.0803 0.439
C -0.7819 -0.2586 3.6028 -1.584
H 1.0525 2.1645 -5.2085 0.573
C 3.7665 0.8319 1.5428 1.934
C 0.3769 1.6144 -3.2970 2.168
P 3.2190 0.9214 -0.2562 0.405
C -3.9177 -1.5769 2.7578 -1.212
H -4.3411 2.1229 -1.5032 0.634
H -2.7010 2.1261 1.0106 0.080
H -4.1044 0.5137 -2.1997 0.427
C 1.3706 -2.7478 -2.4528 -0.860
H 4.6726 2.1075 3.0349 0.458
```

Computed properties:
Multiplicity: 3
E_HOMO (spin up / spin down): -16.117 / -16.293 eV
LUMO level (spin up / spin down): -10.97 / -10.71 eV
Total charge: +3
HOMO-LUMO gap (spin up / spin down): 5.142 / 5.588 eV

Entry 3:
Computed, not measured: a single C5H4N2O molecule at a distorted geometry, with the ωB97M-V functional and the def2-TZVPD basis.

The geometry in XYZ format:
```
12
Properties=species:S:1:pos:R:3:mulliken_charge:R:1
C -3.2574 0.2157 -0.1158 -0.300
N 0.2057 -1.4155 0.0584 -0.414
H 3.1039 0.3822 0.1104 0.310
H -0.0341 1.2410 1.4733 0.257
H -4.4103 0.5147 -0.6315 0.313
C -0.5519 -0.4258 0.1300 0.606
H -0.4836 1.9131 -0.4437 0.384
C -2.0567 -0.3315 0.0869 -0.205
C 2.0258 0.0560 -0.0663 0.174
C 0.0227 1.1791 0.1739 -0.450
O 1.5155 1.1662 -0.1682 -0.275
N 1.5950 -1.0904 -0.1177 -0.402
```

Computed properties:
E_HOMO: -9.388 eV
LUMO level: -0.13 eV
Total charge: 0
Energy relative to the best compared isomer or geometry (same formula, charge and spin): 166.6 kcal per mole
HOMO-LUMO gap: 9.258 eV

Entry 4:
Computed, not measured: a single C4H13N3 molecule at a distorted geometry, with the ωB97M-V functional and the def2-TZVPD basis.

The geometry in XYZ format:
```
20
Properties=species:S:1:pos:R:3:mulliken_charge:R:1
N 2.6555 -0.6158 -0.2808 -0.663
H 1.8932 -0.7228 -0.9378 0.238
H 2.3040 1.4412 0.0004 0.270
H -1.3753 -1.1150 0.7304 0.322
H -1.6958 -1.8445 -1.2806 0.263
N -2.0768 -1.0103 -1.7226 -0.615
H 0.6347 1.2813 1.7213 0.395
N -0.0808 0.3599 0.0997 -0.204
H -1.2955 -0.6227 -2.2431 0.291
H 0.7599 -0.4406 1.8728 0.422
C -2.4061 -0.0627 -0.6496 -0.659
H -3.3987 -0.2163 -0.2398 0.325
C 0.9509 0.3769 1.1781 -0.763
H -2.4361 0.9335 -1.0990 0.313
C -1.4244 -0.0310 0.5015 -0.750
C 2.3219 0.5211 0.5857 -0.412
H -1.7681 0.3161 1.4813 0.417
H -0.1053 1.3035 -0.2824 0.220
H 3.4921 -0.4599 -0.8259 0.229
H 3.0507 0.6078 1.3905 0.360
```

Computed properties:
E_HOMO: -8.904 eV
LUMO level: 1.05 eV
Total charge: 0
Energy relative to the best compared isomer or geometry (same formula, charge and spin): 23.6 kcal per mole
HOMO-LUMO gap: 9.952 eV

Entry 5:
Computed, not measured: 2 unconnected molecules or ions with the total composition C5H14S at a distorted geometry, with the ωB97M-V functional and the def2-TZVPD basis.

The geometry in XYZ format:
```
20
Properties=species:S:1:pos:R:3:mulliken_charge:R:1
H -0.8359 2.2006 -0.2256 0.317
H 0.1550 -0.0212 0.2606 -0.035
H -2.8185 -0.9449 -2.1312 0.322
H 0.3040 -1.2753 2.4901 0.162
H 0.3407 -1.3621 4.3162 0.331
S -0.4451 -0.5521 -2.0519 -0.091
H 1.3789 1.0311 3.5705 0.298
H 0.8484 2.4290 -0.2428 0.356
H 2.7563 -0.1136 3.4747 0.298
C 1.7313 0.0767 3.1632 -0.764
C 0.8882 -1.1561 3.4153 -0.720
H 1.4200 0.1400 -0.8157 0.362
H -2.2522 -0.3617 -0.5217 0.253
H 1.8910 0.3892 2.1208 0.156
C -2.1807 -0.2422 -1.5944 -0.838
H 1.5619 -1.9897 3.1546 0.242
H 0.0239 2.3142 -1.7761 0.324
C 0.3793 0.4278 -0.7148 -0.177
C 0.0496 1.8888 -0.7775 -1.081
H -2.6599 0.7204 -1.8011 0.287
```

Computed properties:
E_HOMO: -8.520 eV
LUMO level: 0.92 eV
Total charge: 0
Energy relative to the best compared isomer or geometry (same formula, charge and spin): 20.3 kcal per mole
HOMO-LUMO gap: 9.443 eV

Entry 6:
Computed, not measured: a molecular structure, C3H7Cl6HgO at a distorted geometry, with the ωB97M-V functional and the def2-TZVPD basis.

The geometry in XYZ format:
```
18
Properties=species:S:1:pos:R:3:mulliken_charge:R:1
Hg 1.1147 0.8035 1.1134 0.946
H -0.7884 1.7091 -1.1590 -0.377
H 2.2583 -3.5862 1.3456 0.255
Cl -3.5218 2.3122 -0.5854 -0.159
Cl 3.6628 0.2743 0.7126 -0.725
H -4.0698 0.5705 0.8208 0.301
H -3.1356 -0.0257 -0.6013 0.260
H 0.1714 1.7971 -2.6117 0.223
C -3.2200 0.7306 0.1687 -0.377
Cl 0.7831 -2.0113 0.4497 -0.073
Cl -1.7444 0.7403 1.1508 -0.050
H 0.0738 3.2112 -1.5097 0.218
O 1.2538 1.6301 -0.8565 -0.729
C 1.8130 -3.4442 0.3698 -0.346
H 1.2355 -4.2823 0.0030 0.288
C 0.1554 2.1133 -1.5566 0.077
Cl 0.8378 0.7058 3.5657 -0.592
Cl 3.1205 -3.2485 -0.8200 -0.139
```

Computed properties:
E_HOMO: -4.991 eV
LUMO level: 2.60 eV
Total charge: -1
Energy relative to the best compared isomer or geometry (same formula, charge and spin): 0.0 kcal per mole
HOMO-LUMO gap: 7.590 eV

Entry 7:
Computed, not measured: a molecular structure, C13H31Br3O8P2, with the ωB97M-V functional and the def2-TZVPD basis.

The geometry in XYZ format:
```
57
Properties=species:S:1:pos:R:3:mulliken_charge:R:1
H 17.5960 -6.6110 -3.0085 0.347
H 15.1033 -13.2579 -1.9796 0.397
H 21.5748 -17.0115 -5.0024 0.343
O 19.0288 -13.6193 -5.8595 -0.282
C 14.3742 -9.2154 -4.3585 -0.318
H 17.7469 -12.2118 -6.5984 0.327
H 21.5195 -15.9096 -7.9240 0.272
C 14.8743 -12.2280 -2.2770 -0.643
H 19.2118 -8.9206 -1.9109 0.238
C 18.3185 -8.2967 -1.9510 -0.245
Br 19.6046 -11.4993 -0.3834 0.020
H 21.2120 -14.1967 -9.8116 0.321
O 21.1149 -14.0505 -7.1575 -0.349
C 18.6913 -13.1925 -0.3704 0.080
H 13.7956 -12.1419 -2.3965 0.341
H 15.1337 -9.6222 -6.3328 0.301
H 19.7995 -15.6176 -7.5223 0.311
H 18.1627 -13.2658 -1.3111 -0.071
C 15.3663 -11.2983 -1.1853 0.250
H 22.1478 -14.9026 -2.8427 0.327
H 20.1714 -15.5823 -9.9730 0.387
P 15.7500 -8.8755 -2.1858 0.598
H 14.1064 -8.1783 -4.5708 0.326
O 15.6469 -9.3087 -3.7153 -0.039
O 20.5214 -15.2995 -5.0758 -0.295
H 14.9290 -11.6071 -0.2370 0.315
H 18.3016 -7.6969 -1.0407 0.222
H 16.9628 -12.9743 -4.4058 0.384
C 21.7423 -15.9851 -4.6882 -0.337
Br 17.4084 -13.2730 1.0476 -0.013
H 17.9208 -7.9721 -4.0472 0.211
H 13.5898 -9.5906 -3.6908 0.346
O 17.2374 -9.2622 -1.8812 0.092
O 14.9093 -9.9529 -1.3901 -0.396
H 19.4723 -14.1070 -9.3565 0.281
H 22.7724 -16.5599 -2.8900 0.387
H 15.3933 -12.1021 -3.2280 -0.280
P 20.5767 -13.8572 -5.6884 0.963
C 20.7053 -15.1898 -7.9547 -0.053
Br 19.9245 -14.6656 -0.3424 -0.043
H 13.4134 -9.9459 -6.1193 0.412
C 18.2929 -7.4340 -3.1770 -1.049
H 19.2845 -7.0268 -3.3658 0.374
H 17.2523 -11.1638 -4.4048 0.046
C 17.6839 -12.1595 -4.4833 -0.157
H 16.4473 -11.3642 -1.0784 -0.051
H 19.2162 -11.5324 -5.8837 0.408
C 21.9404 -15.9114 -3.1867 -1.103
H 14.6266 -11.0697 -5.5353 0.257
C 14.3879 -10.0087 -5.6307 -1.213
H 18.3671 -12.2840 -3.6389 0.049
H 21.0807 -16.3648 -2.6912 0.212
C 18.4587 -12.3075 -5.7757 -0.720
C 20.3761 -14.7114 -9.3392 -1.270
O 21.3094 -12.8553 -4.9401 -0.770
O 15.3322 -7.5223 -1.8872 -0.818
H 22.5793 -15.4991 -5.1923 0.375
```

Computed properties:
E_HOMO: -10.321 eV
LUMO level: 0.02 eV
Total charge: 0
Energy relative to the best compared isomer or geometry (same formula, charge and spin): 0.2 kcal per mole
HOMO-LUMO gap: 10.342 eV

Question: The highest total charge belongs to which entry?
Answer: C33H57MoN4OP2